1.
C11H20N2OPZn | the ωB97M-V functional and the def2-TZVPD basis

Properties
Largest force on an atom in eV/A: 1.9
Energy in hartree: -2736.43924
HOMO energy (spin up / spin down) in Ha: 0.00483 / 0.00478

```
! wB97M-V def2-TZVPD RIJCOSX def2/J DEFGRID3
* xyz -1 1
C 0.3719 -0.0163 -2.1858
C -0.8224 -0.7988 -2.2446
C -0.6114 -1.9928 -1.4998
C 0.7256 -1.9948 -1.0230
C 1.3496 -0.7530 -1.3894
Zn 0.2700 0.4500 0.1186
P -0.4504 2.6251 0.2535
H 0.6024 0.8518 -2.8076
H -1.7276 -0.5394 -2.7952
H -1.3301 -2.7954 -1.3745
H 2.4121 -0.5185 -1.3361
H 1.2363 -2.8493 -0.5887
H -1.4799 2.7933 1.2182
H -1.0218 3.3604 -0.8399
H 0.4926 3.5886 0.7054
C 2.1714 -0.8302 2.4111
N 1.1313 -0.6773 3.4098
C 1.5105 -0.7969 4.8181
C 0.4577 -0.1891 5.7080
C -0.9188 -0.6314 5.2943
N -1.1320 -0.3549 3.8906
C -2.5061 -0.1041 3.4708
C -0.1497 -0.5094 2.9845
O -0.4291 -0.4838 1.7310
H 1.9866 -1.6830 1.7390
H 3.1099 -1.0000 2.9515
H 2.2679 0.0847 1.8004
H 1.6242 -1.8594 5.0978
H 2.4943 -0.3154 4.9469
H 0.5449 0.9040 5.6835
H 0.6362 -0.5362 6.7278
H -1.6973 -0.0978 5.8400
H -1.0281 -1.7125 5.4932
H -3.1502 -0.9799 3.6319
H -2.9248 0.7277 4.0566
H -2.5238 0.1587 2.4060
*
```

2.
C11H20N5 | the ωB97M-V functional and the def2-TZVPD basis

Properties
Largest force on an atom in eV/A: 4.7
Energy in hartree: -704.50259
HOMO energy in Ha: -0.41203
Energy above the lowest of the compared OMol25 structures with the same formula, charge and spin in kcal/mol: 31.5

```
! wB97M-V def2-TZVPD RIJCOSX def2/J DEFGRID3
* xyz 1 1
C -1.2513 -2.2658 2.1983
C -1.8107 -1.6840 1.1153
C 0.2482 -0.5136 -3.3264
C -0.8520 -1.1520 3.1929
C -1.1459 0.0099 -3.3591
C -1.3859 0.1240 2.4862
C -1.4919 0.2130 -1.8304
C 1.2921 2.1198 -0.3332
C 2.5831 1.4317 0.2427
C 1.1969 -0.5657 0.6011
C -0.0217 0.1917 0.1280
N 0.7104 -0.5669 -2.1155
N 0.1173 1.6081 0.3249
N -1.5850 -0.2764 1.0765
N -0.2883 -0.2605 -1.1953
N 2.3366 0.0326 -0.2237
H -1.2766 -3.3015 2.4606
H -2.2798 -2.0727 0.3125
H 0.8975 -0.8500 -4.1294
H -1.2114 -1.3208 4.2586
H 0.1561 -1.2223 3.3416
H -1.2761 0.8983 -3.9312
H -1.8242 -0.8413 -3.8011
H -2.4265 0.4213 2.8573
H -0.7069 1.0954 2.5420
H -1.6838 1.2617 -1.4550
H -2.2082 -0.4446 -1.5895
H 1.3060 3.1611 -0.1464
H 1.3965 1.8402 -1.3356
H 3.2758 1.9467 -0.3018
H 2.5280 1.4368 1.3442
H 1.3830 -0.1607 1.5975
H 1.2094 -1.6922 0.5204
H -0.7828 2.1456 0.0332
H 1.7401 -0.1924 -1.3202
H 3.1321 -0.5543 -0.2401
*
```

3.
C11H20O | the ωB97M-V functional and the def2-TZVPD basis

Properties
Largest force on an atom in eV/A: 1.7
Energy in hartree: -506.35696
HOMO energy in Ha: -0.34243
SMILES string: C1CCCC2(CCC1)CCCO2
Energy above the lowest of the compared OMol25 structures with the same formula, charge and spin in kcal/mol: 0.0

```
! wB97M-V def2-TZVPD RIJCOSX def2/J DEFGRID3
* xyz 0 1
C 2.1085 -1.6525 -0.3499
C 2.9368 -0.3726 -0.4134
C 2.3499 0.8808 0.3180
C 0.9197 1.1515 -0.2243
C -0.1525 1.1914 0.8761
C -0.1520 -0.0353 1.8226
C 0.0029 -1.4471 1.1366
C 1.4814 -1.9599 1.0117
C -1.5259 1.4886 0.2329
C -1.5734 3.0153 0.1510
C -0.7131 3.4615 1.3480
O 0.0948 2.3349 1.7375
H 2.8267 -2.4409 -0.5295
H 1.3519 -1.7521 -1.1659
H 3.9134 -0.5706 0.0732
H 3.1659 -0.1228 -1.4462
H 2.9795 1.7146 0.0392
H 2.4086 0.8266 1.4047
H 0.9121 2.0937 -0.7643
H 0.6166 0.3523 -0.9018
H 0.6461 0.0947 2.5452
H -1.0746 -0.0485 2.3704
H -0.5320 -1.4750 0.1709
H -0.4977 -2.1635 1.7938
H 2.0625 -1.5341 1.8382
H 1.4598 -3.0498 1.1296
H -2.3451 1.0622 0.7959
H -1.5953 1.0370 -0.7444
H -1.1430 3.3797 -0.8042
H -2.6146 3.3836 0.2713
H -0.0762 4.3070 1.0046
H -1.3080 3.7828 2.2060
*
```

4.
C11H20O3 | the ωB97M-V functional and the def2-TZVPD basis

Properties
Largest force on an atom in eV/A: 0.5
Energy in hartree: -656.83882
HOMO energy in Ha: -0.35525
SMILES string: CCOCCCCC[C@H]1COC(=O)C1
Energy above the lowest of the compared OMol25 structures with the same formula, charge and spin in kcal/mol: 0.0

```
! wB97M-V def2-TZVPD RIJCOSX def2/J DEFGRID3
* xyz 0 1
C 2.5994 -2.1758 0.1715
C 2.8009 -1.1591 -0.9556
O 3.4624 0.0248 -0.5388
C 2.7265 0.8449 0.3537
C 1.9525 1.9627 -0.3601
C 0.4724 1.6167 -0.5944
C -0.3781 1.7136 0.6964
C -1.2117 0.4622 1.0128
C -2.5243 0.3422 0.2278
C -2.3401 -0.2509 -1.1687
O -2.2539 -1.6808 -0.9535
C -3.2304 -1.9573 -0.0399
O -3.7661 -3.0197 0.0323
C -3.4494 -0.7333 0.8307
H 3.3744 -2.0387 0.9310
H 1.6328 -2.0463 0.6697
H 2.6321 -3.1957 -0.2131
H 3.4325 -1.5870 -1.7387
H 1.8385 -0.9210 -1.4306
H 3.4459 1.2723 1.0590
H 2.0244 0.2454 0.9482
H 2.4496 2.2021 -1.3029
H 1.9888 2.8543 0.2788
H 0.0712 2.3000 -1.3513
H 0.4052 0.6042 -0.9997
H -1.0461 2.5795 0.6263
H 0.2931 1.8935 1.5437
H -0.6069 -0.4321 0.8103
H -1.4515 0.4492 2.0813
H -3.0167 1.3142 0.1221
H -1.4757 0.0822 -1.7378
H -3.2412 -0.0734 -1.7678
H -3.1100 -1.0320 1.8276
H -4.5005 -0.4606 0.9291
*
```

5.
C11H20O3 | the ωB97M-V functional and the def2-TZVPD basis

Properties
Largest force on an atom in eV/A: 6.4
Energy in hartree: -656.38184
HOMO energy in Ha: -0.35729
SMILES string: CCCCCCC[C@H]1OOC[C@@H]2O[C@H]21
Energy above the lowest of the compared OMol25 structures with the same formula, charge and spin in kcal/mol: 286.8

```
! wB97M-V def2-TZVPD RIJCOSX def2/J DEFGRID3
* xyz 0 1
C -4.5461 -1.2650 0.5938
C -3.0863 -1.4883 -0.0890
C -1.9442 -0.4244 0.0560
C -2.0540 1.0270 -0.6098
C -0.9168 1.7281 0.3176
C 0.4393 2.0204 -0.3575
C 0.9562 0.7876 -0.8684
C 1.6204 -0.2891 -0.1175
O 2.0310 -1.5135 -0.8480
O 3.1879 -2.0403 -0.0150
C 4.4756 -1.2497 -0.0298
C 3.9731 0.1983 0.0240
O 3.5652 1.2783 0.9582
C 2.7166 0.1353 0.8305
H -4.4144 -0.9608 1.7221
H -5.3724 -2.0398 0.4997
H -5.1550 -0.2708 0.3245
H -3.6345 -1.6736 -1.1905
H -2.6804 -2.4817 0.5721
H -1.7622 -0.4873 1.2519
H -1.0631 -0.9267 -0.4130
H -1.7560 1.2579 -1.7187
H -3.0762 1.5052 -0.3735
H -1.3526 2.6555 0.5613
H -0.7796 1.2332 1.4065
H 0.0337 2.8580 -0.9376
H 0.8727 2.6519 0.4603
H -0.0558 0.4868 -1.6298
H 1.7139 1.0834 -1.5488
H 0.9410 -0.7620 0.6529
H 5.3861 -1.2091 -0.7812
H 4.9417 -1.7991 0.7444
H 3.9389 0.6729 -1.0992
H 2.8563 -0.6989 1.6513
*
```

6.
C11H20O8S2 | the ωB97M-V functional and the def2-TZVPD basis

Properties
Largest force on an atom in eV/A: 6.7
Energy in hartree: -1829.19539
HOMO energy in Ha: -0.34933
SMILES string: CCC[C@@]1(OCC)OS(=O)(=O)O[C@@H]1S.C[C@@H]1COC(=O)O1

```
! wB97M-V def2-TZVPD RIJCOSX def2/J DEFGRID3
* xyz 0 1
C -0.2944 0.1728 -5.5105
C -0.2670 -0.0202 -3.8776
C -0.6991 -1.5195 -3.3701
C 0.3083 -2.0644 -2.1642
O 0.7956 -1.0449 -1.2107
C -0.1122 -0.8941 -0.0581
C 0.0660 0.5971 0.6776
O -0.2690 -3.1605 -1.3166
S -0.0521 -4.6825 -2.0678
O 0.1092 -5.9378 -1.1589
O -1.1519 -4.7859 -3.1927
O 1.5687 -4.3644 -2.6098
C 1.5405 -2.8983 -2.9285
S 3.2502 -2.1433 -2.6307
H -1.2604 0.7490 -5.9015
H -0.1928 -0.8336 -6.1191
H 0.6490 0.8425 -5.7872
H -0.9876 0.7928 -3.4227
H 0.8395 0.1586 -3.5263
H -1.7878 -1.4417 -2.9073
H -0.7288 -2.2201 -4.3081
H -1.2603 -0.9547 -0.3364
H 0.1678 -1.6787 0.7934
H -0.6725 1.4042 0.2579
H -0.0917 0.4657 1.8497
H 1.1783 0.9833 0.5182
H 1.4692 -2.9420 -4.1181
H 3.0441 -0.7267 -2.5997
C 0.5710 3.7225 6.2763
C -0.5432 3.4151 5.2961
C -1.0616 2.0132 5.3982
O -1.5537 1.7739 4.0915
C -0.8082 2.5558 3.2540
O -0.8047 2.4605 2.0417
O -0.0650 3.4609 3.9610
H 1.0872 4.6467 5.9964
H 0.1816 3.8268 7.2932
H 1.3274 2.9300 6.2760
H -1.3465 4.1566 5.3907
H -1.8604 1.9123 6.1395
H -0.2824 1.2731 5.6111
*
```

7.
C11H20Si2 | the ωB97M-V functional and the def2-TZVPD basis

Properties
Largest force on an atom in eV/A: 5.3
Energy in hartree: -1010.06276
HOMO energy in Ha: -0.32036
Energy above the lowest of the compared OMol25 structures with the same formula, charge and spin in kcal/mol: 36.2

```
! wB97M-V def2-TZVPD RIJCOSX def2/J DEFGRID3
* xyz 0 1
C -1.6450 -2.9519 -1.8117
C -1.7595 -1.8792 -2.7081
C -0.6825 -3.0314 -0.8036
C -0.8901 -0.7863 -2.5792
C 0.2219 -1.9691 -0.6894
C 0.0364 -0.8319 -1.4715
C -0.5639 2.1736 3.6884
C -0.7430 -0.6734 2.8672
C 0.0851 2.3069 -1.6927
C 2.7292 0.4003 -1.8079
C 1.2820 1.0450 1.1845
Si -0.3522 1.0333 2.1654
Si 1.0120 0.6496 -1.1088
H -2.2642 -3.8536 -2.0444
H -2.5594 -1.8887 -3.4674
H -0.5993 -3.8847 -0.1408
H -1.2029 0.0390 -3.2994
H 0.9298 -2.1137 0.2161
H -0.8885 1.5000 4.5162
H 0.1172 2.8561 3.9845
H -1.5052 2.6459 3.4365
H -0.7708 -1.5146 2.1176
H 0.0444 -0.8845 3.5742
H -1.6405 -0.8033 3.3698
H -0.9307 2.2385 -1.5113
H 0.5597 3.1331 -1.1350
H 0.0793 2.3173 -2.7028
H 3.0532 -0.4971 -1.5459
H 2.6947 0.5375 -2.8365
H 3.5331 1.1656 -1.5669
H 1.9100 1.9891 1.1708
H 1.9309 0.2786 1.5488
H -1.2213 1.2539 1.0831
*
```

8.
C11H21AgN2O5PSi | the ωB97M-V functional and the def2-TZVPD basis

Properties
Largest force on an atom in eV/A: 1.1
Energy in hartree: -1695.45550
HOMO energy in Ha: -0.14019

```
! wB97M-V def2-TZVPD RIJCOSX def2/J DEFGRID3
* xyz -1 1
Ag -0.0288 0.1965 -1.1829
O -0.3393 4.5255 3.5312
C 0.1527 3.4313 4.0374
O 0.5394 3.3330 5.1905
C 0.2268 2.2360 3.1352
C 0.6140 1.0155 3.6028
N 0.5357 0.1681 2.5592
N 0.1335 0.7468 1.4236
C -0.0508 2.0144 1.7447
C -0.4805 2.9587 0.6331
O -0.7778 4.1384 1.0071
O -0.4686 2.5246 -0.5394
H -0.6006 4.3791 2.5293
H 0.9408 0.7159 4.5927
H 0.8028 -0.7924 2.5346
C 3.2559 1.0743 -2.4233
Si 2.3660 -0.3599 -1.5519
C 3.0778 -1.8664 -2.4588
C 3.2662 -0.4724 0.1203
H 4.3328 1.0607 -2.1846
H 2.8391 2.0501 -2.1142
H 3.1406 0.9984 -3.5210
H 4.1803 -1.8110 -2.4389
H 2.7511 -1.8951 -3.5145
H 2.7699 -2.8185 -1.9888
H 4.3562 -0.4189 -0.0313
H 3.0380 -1.4212 0.6412
H 2.9670 0.3554 0.7887
C -4.6668 -1.4331 -1.2939
P -2.8769 -1.4085 -1.3292
C -2.4321 -1.4250 0.4031
C -2.3759 -3.0160 -1.9326
O -2.3267 -0.2727 -2.1537
H -5.0512 -2.3426 -0.8228
H -5.0348 -1.3591 -2.3169
H -5.0049 -0.5600 -0.7349
H -2.9195 -2.2596 0.9147
H -2.7206 -0.4778 0.8647
H -1.3530 -1.5239 0.4817
H -2.7534 -3.8255 -1.3020
H -1.2833 -3.0260 -1.9450
H -2.7406 -3.1371 -2.9551
*
```